27
Properties=species:S:1:pos:R:3:forces:R:3:nbo_charge:R:1 method="wB97M-V/def2-TZVPD" charge=+1 homo_energy_ha=-0.459 gap_ha=0.3335
C -1.420 -1.580 -2.589 -1.60 1.71 -1.33 -0.1969
C -1.950 -0.507 -1.881 0.58 -0.57 1.93 -0.2072
C -0.894 -2.625 -1.880 1.16 -1.81 -1.68 -0.1973
C -1.825 -0.434 -0.511 2.14 -2.10 0.79 -0.2121
C -0.637 -2.561 -0.502 -0.58 1.41 -1.27 -0.2120
C -1.012 -1.404 0.198 -0.78 -0.56 -0.10 -0.5057
C 1.765 2.810 0.534 -0.54 -0.39 0.68 -0.4031
C 1.770 0.389 0.083 -3.38 -0.72 -3.29 -0.4222
C 0.121 1.397 1.660 -0.59 -4.06 -0.32 -0.5304
N 0.964 1.567 0.373 -2.73 1.01 2.04 -0.3688
Si -0.555 -1.169 2.027 0.91 2.77 -1.72 1.1020
H -1.653 -1.403 -3.689 0.94 -1.43 1.30 0.2470
H -2.470 0.270 -2.331 -0.90 1.16 -1.14 0.2204
H -0.566 -3.524 -2.493 -0.38 1.06 1.14 0.2363
H -2.245 0.308 0.100 -0.64 1.30 0.34 0.2137
H -0.108 -3.400 -0.134 0.45 -0.52 0.94 0.2284
H 1.209 3.685 0.262 -0.20 0.28 -0.82 0.2374
H 1.892 2.939 1.596 0.78 -0.12 0.24 0.2290
H 2.649 2.590 0.000 1.16 0.79 -0.47 0.2227
H 1.933 -0.135 0.919 1.58 -1.44 3.18 0.2270
H 1.206 -0.348 -0.552 -0.30 0.80 0.73 0.2524
H 2.502 0.592 -0.604 2.58 0.88 -0.80 0.2300
H -0.686 2.058 1.845 -1.07 0.78 -1.19 0.2179
H 0.676 1.565 2.522 1.92 0.02 1.13 0.1915
H 0.225 1.719 -0.314 0.41 -0.25 -0.42 0.4417
H -1.729 -1.128 2.913 0.36 -0.09 0.26 -0.1219
H 0.837 -1.671 2.448 -1.25 0.11 -0.14 -0.1197